4 unconnected molecules or ions with the total composition C29H77N9O5P3 in a non-equilibrium geometry. Source: the OMol25 dataset; level of theory: ωB97M-V/def2-TZVPD.

Structure (XYZ):
```
123
C29H77N9O5P3, DFT ωB97M-V/def2-TZVPD
P 5.7902 0.5841 0.7461
P -5.4571 -0.0895 4.1615
P 3.4159 -1.5084 -5.2793
O 4.3788 -0.0368 0.8856
O -3.4865 1.4865 -1.8152
O -1.5387 0.1083 -2.3715
O 3.5086 -3.0020 -4.8820
O -6.6477 -0.6356 3.3359
N -6.4762 1.0485 4.9834
N 3.9871 -1.0008 -3.7219
N 4.7853 -1.6647 -6.3158
N 5.2623 2.0811 1.4458
N 3.3094 0.2087 -5.7360
N 7.4130 1.2979 0.5856
N -5.4089 -1.5306 5.1075
N -4.0883 0.5383 5.1105
N 6.3899 -0.4096 2.0217
C -5.1083 -1.6805 6.5246
C 2.3782 0.9682 -4.8604
C 0.6148 0.2273 -0.8727
C 3.8218 -1.9367 -2.5980
C -3.8555 1.9875 4.8735
C 5.8449 -0.7004 -6.5771
C -6.0219 0.9629 -2.0982
C 7.4124 2.5119 -0.2726
C -2.7966 -0.0895 4.7522
C -6.9739 -0.9978 -0.3928
C -7.7330 1.4372 4.3234
C -0.4603 -0.6910 -1.7058
C -6.2919 2.1017 -0.9505
C 5.2087 -0.2384 -3.4849
C 6.4879 -1.8348 1.6834
C -4.9462 -2.7179 4.3785
C -8.4892 -0.9341 0.2570
C 3.8246 2.3904 1.3866
C 4.5438 -2.4682 -7.5205
C -4.4619 0.4659 -2.2289
C 2.7622 0.4152 -7.0957
C 5.7882 2.6622 2.6768
C 7.3718 -0.0828 3.0463
C -6.9370 -0.4037 -1.9331
C -6.7068 1.0789 6.4241
C -2.2537 0.8541 -1.3143
C -6.4354 -2.5771 -0.4948
C 0.3529 0.2227 0.7767
C 8.3808 0.3965 -0.0792
H 7.3956 -0.8506 3.8304
H -8.1375 2.3672 4.7399
H 6.1013 -0.8616 -3.6141
H 0.5470 1.3241 -1.3117
H -6.1930 -0.4643 0.3334
H 2.8279 -2.3942 -2.6106
H 3.4555 0.1020 -7.8761
H 6.8782 2.7044 2.6812
H -4.2478 0.1847 -3.3582
H -4.3850 -0.5528 -1.6292
H 7.1389 0.8278 3.5897
H -2.7329 -1.1275 5.0780
H -0.5615 -0.5233 0.9478
H 7.0143 2.2872 -1.2684
H -5.4725 2.9692 -0.9561
H -7.0806 -3.0549 -1.3702
H 0.1288 -1.2039 -2.6078
H 5.2298 0.1576 -2.4623
H -8.4988 0.6591 4.4355
H 2.5788 1.4784 -7.2939
H 2.3055 2.0149 -5.1804
H 3.6336 3.4575 1.5506
H -5.7759 1.0546 6.9923
H -8.0249 -0.2897 -2.4108
H -4.6882 2.6156 5.1990
H 3.9065 -1.4265 -1.6313
H 4.5796 -2.7299 -2.6257
H 8.3905 0.0066 2.6608
H 3.2650 1.8295 2.1459
H -2.9891 2.3436 5.4443
H -0.9028 -1.5680 -1.0672
H -6.5961 -3.1619 0.5066
H -5.4817 -2.8363 3.4318
H 6.8236 3.3327 0.1439
H 4.0744 -3.4247 -7.2723
H -7.3353 2.6291 -1.1615
H 8.6584 -0.4515 0.5464
H -2.6281 -0.0583 3.6703
H -6.3266 1.7047 0.1500
H 1.8228 -0.1315 -7.2314
H 7.9787 0.0105 -1.0222
H -5.3522 -2.6915 6.8758
H 5.4694 3.7063 2.7832
H 5.5168 0.1577 -7.1690
H -7.1901 2.0171 6.7226
H 6.6757 -1.1643 -7.1243
H 1.7112 -0.2170 -1.0025
H -2.5287 0.0145 -0.5117
H 1.3762 0.5250 -4.8770
H -8.6883 -1.9624 0.8066
H 2.7060 1.0113 -3.8190
H 6.6825 -2.4592 2.5628
H 5.2763 0.6430 -4.1241
H 1.3059 -0.0702 1.3921
H -6.4009 -1.2246 -2.6139
H -1.9582 0.4126 5.2503
H -8.5855 -0.0511 1.0511
H 7.2859 -2.0214 0.9611
H -4.0571 -1.5067 6.7677
H 6.3150 -0.3233 -5.6739
H -9.2424 -0.7136 -0.6112
H 5.5559 -2.2040 1.2455
H 8.4268 2.9149 -0.3818
H -3.8805 -2.6558 4.1466
H -0.0294 1.3265 1.0197
H 3.4132 2.1594 0.3994
H 3.8842 -1.9516 -8.2214
H -5.1106 -3.6432 4.9422
H 9.3261 0.9120 -0.2882
H 5.4328 2.1189 3.5602
H -7.5745 1.6287 3.2579
H -7.3594 0.2576 6.7428
H 5.4708 -2.7101 -8.0526
H -3.6823 2.1873 3.8102
H -5.3102 -2.5827 -0.8464
H -6.3060 1.4441 -3.1442
H -5.7092 -1.0387 7.1615
```

- Net charge: -1
- HOMO: -1.4 eV
- Frontier orbital gap: 1.9 eV